A structure of composition CH2O5S at a distorted geometry, computed with ωB97M-V/def2-TZVPD.

Spin multiplicity   1
HOMO energy   -12.124 eV
Relative energy (zero: lowest compared OMol25 entry of this formula, charge and spin)   16.57 kJ/mol
Charge   0

CARTESIAN COORDINATES (ANGSTROEM)
S -0.12 -0.40 -0.95
O -1.61 -0.23 -0.51
O 0.59 -0.93 0.42
O -0.17 0.90 1.48
O 0.51 0.87 -1.08
O -0.05 -1.38 -1.95
C 0.74 0.25 1.09
H -1.70 0.44 0.19
H 1.80 0.46 1.31

natural (NBO) atomic charges, in units of e: S 2.561; O -0.869; O -0.696; O -0.555; O -0.925; O -0.858; C 0.652; H 0.539; H 0.151